1.
57
Properties=species:S:1:pos:R:3 method="wB97M-V/def2-TZVPD" e_tot_ha=-1431.64638 gap_ev="7.7900 / 4.7822" charge=+3 e_lumo_ev="-9.482 / -13.398" multiplicity=5 s2=6.05 homo_ev="-17.27 / -18.18" de_lowest_ev=1.303 max_force_ev_per_a=2.8
C -3.243 -2.270 0.483
C -2.180 -1.490 2.963
H 3.566 -1.642 0.057
H -2.456 2.569 2.514
H 3.155 -3.319 -0.352
H 2.167 -3.836 -2.360
H 2.164 0.724 2.815
H -2.917 3.566 -2.212
H -1.285 3.042 1.274
H 1.858 -2.397 1.597
H 2.323 -2.615 -3.645
H -0.050 0.171 5.069
H -1.736 -1.220 3.906
H 1.805 1.699 1.375
Si -0.276 1.349 2.853
H 4.124 -1.192 -3.595
H -0.067 -3.046 -1.810
H -2.148 3.053 -3.723
C -1.303 4.875 -2.870
N 2.336 0.367 -1.304
C -1.954 3.489 -2.736
F -1.668 -0.865 -0.596
C -3.772 -2.774 1.675
H 0.147 -1.553 -2.736
C -3.203 -2.403 2.897
C -2.211 -1.375 0.551
C 0.405 -2.611 -2.685
C 1.935 -2.809 -2.644
H -3.635 -2.586 -0.471
H -1.657 0.927 4.931
H -4.608 -3.455 1.646
C 3.508 -0.338 -3.325
H -0.377 4.828 -3.438
H 2.647 1.292 -1.602
H -1.985 5.539 -3.395
C -1.120 2.614 -2.011
H -1.092 5.301 -1.893
H 2.850 -0.110 -4.164
H -3.578 -2.848 3.808
H -0.240 1.913 5.268
C -1.414 2.810 2.328
C -1.656 -0.891 1.777
H -1.154 3.686 2.914
H 4.156 0.529 -3.200
H 0.007 -3.112 -3.562
N -0.716 0.046 1.768
Pt 0.464 0.500 -0.091
N -0.389 1.955 -1.407
C 1.558 -2.221 0.568
H 1.963 2.451 2.944
N 2.520 -1.894 -1.708
C 2.744 -0.590 -2.073
C 2.781 -2.290 -0.346
C 1.582 1.564 2.447
H 0.810 -2.957 0.291
H 1.115 -1.189 0.505
C -0.598 1.043 4.726

---

2.
26
Properties=species:S:1:pos:R:3 method="wB97M-V/def2-TZVPD" e_tot_ha=-3651.08540 gap_ev=7.8090 charge=+1 e_lumo_ev=-5.630 multiplicity=1 homo_ev=-13.44 de_lowest_ev=0.000 max_force_ev_per_a=4.9
O -0.008 -0.085 -2.066
Br -0.243 -2.386 -3.719
C 2.513 -1.209 1.902
C 0.850 0.448 0.430
H 3.339 0.605 2.745
N -1.732 1.086 -0.201
F 1.503 -0.196 -3.714
H -2.175 2.472 -1.564
H -2.993 -0.404 0.609
C -2.755 1.757 -0.919
F 1.692 -1.478 -1.974
H -3.300 2.286 -0.232
C 2.567 0.195 2.053
H 2.845 -1.770 2.751
H 0.045 -1.570 -0.269
S -0.248 1.269 -0.711
C 1.550 -1.748 1.151
C 0.715 -0.966 0.384
C 1.765 1.062 1.255
H -1.505 -0.059 1.603
C -2.283 0.336 0.896
H 1.468 -2.874 0.999
H -3.359 0.982 -1.581
H -2.910 1.018 1.601
H 1.832 2.123 1.366
C 0.826 -0.892 -2.796

---

> Which of these has the highest multiplicity?

C18H32FN4PtSi